Record 1
{
  "formula": "C4H10S",
  "method": "ωB97M-V/def2-TZVPD",
  "e_above_lowest_kj_mol": 460.3,
  "e_homo_ev": -6.4,
  "orbital_gap_ev": 5.0720,
  "largest_force_ha_per_bohr": 0.034,
  "multiplicity": 1,
  "species": ["C", "C", "C", "S", "C", "H", "H", "H", "H", "H", "H", "H", "H", "H", "H"],
  "xyz": [[-1.366, 1.315, 0.043], [-0.884, -0.381, 0.739], [-1.203, -0.120, -0.597], [1.846, 0.718, -0.464], [2.326, -0.992, -0.074], [-1.364, 1.961, -0.855], [-2.349, 1.539, 0.435], [-0.506, 1.753, 0.547], [-1.671, -0.578, 1.453], [0.159, -0.504, 0.999], [-0.289, -0.076, -1.189], [-2.092, -0.539, -1.047], [3.124, -0.979, 0.661], [1.550, -1.664, 0.327], [2.719, -1.453, -0.978]]
}



Record 2
{
  "formula": "C4H4O2S",
  "method": "ωB97M-V/def2-TZVPD",
  "e_above_lowest_kj_mol": 468.3,
  "e_homo_ev": -8.6,
  "orbital_gap_ev": 8.7483,
  "largest_force_ha_per_bohr": 0.155,
  "multiplicity": 1,
  "species": ["C", "C", "C", "C", "H", "H", "H", "H", "O", "O", "S"],
  "xyz": [[1.526, -0.339, -0.245], [0.594, 0.222, 0.812], [-1.285, 0.837, -0.543], [-1.317, -0.498, -0.194], [1.312, -1.651, -0.775], [1.246, 0.196, 1.768], [-2.247, 0.915, -1.133], [-2.171, -1.084, -0.367], [2.642, 0.378, -0.354], [-0.375, -0.848, 0.751], [0.074, 1.872, 0.280]]
}



Record 3
{
  "formula": "C5H8OS2",
  "method": "ωB97M-V/def2-TZVPD",
  "e_above_lowest_kj_mol": 132.2,
  "e_homo_ev": -8.3,
  "smiles": "C1=C\\SCOCCS/1",
  "orbital_gap_ev": 8.9782,
  "largest_force_ha_per_bohr": 0.019,
  "multiplicity": 1,
  "species": ["C", "C", "C", "C", "C", "H", "H", "H", "H", "H", "H", "H", "H", "O", "S", "S"],
  "xyz": [[0.120, 1.273, 0.667], [1.510, 0.815, 0.216], [0.585, -1.860, 0.062], [-0.733, -1.883, 0.255], [-1.340, 0.615, -1.096], [-0.299, 0.560, 1.347], [0.214, 2.187, 1.263], [2.101, 0.674, 1.123], [1.971, 1.595, -0.392], [1.118, -2.715, 0.391], [-1.183, -2.708, 0.803], [-2.241, 1.018, -1.613], [-0.616, 0.249, -1.825], [-0.847, 1.661, -0.310], [1.668, -0.716, -0.761], [-2.027, -0.765, -0.130]]
}



Record 4
{
  "formula": "C25H55N6O6",
  "method": "ωB97M-V/def2-TZVPD",
  "charge": 1,
  "e_homo_ev": -9.7,
  "orbital_gap_ev": 4.7112,
  "largest_force_ha_per_bohr": 0.097,
  "multiplicity": 1,
  "species": ["C", "C", "N", "C", "C", "C", "C", "C", "N", "N", "H", "H", "H", "H", "H", "H", "H", "H", "H", "H", "C", "O", "C", "C", "N", "C", "C", "O", "C", "H", "H", "H", "H", "H", "H", "H", "H", "H", "H", "H", "H", "H", "H", "H", "C", "O", "C", "C", "N", "C", "C", "O", "C", "H", "H", "H", "H", "H", "H", "H", "H", "H", "H", "H", "H", "H", "H", "H", "C", "O", "C", "C", "N", "C", "C", "O", "C", "H", "H", "H", "H", "H", "H", "H", "H", "H", "H", "H", "H", "H", "H", "H"],
  "xyz": [[-1.153, 1.050, 3.184], [-1.380, 2.270, 3.842], [-1.912, 3.353, 2.961], [-1.002, 4.278, 2.590], [-1.476, 5.341, 1.684], [-2.874, 5.222, 1.349], [-3.714, 4.144, 1.876], [-5.241, 3.985, 1.518], [-6.022, 4.242, 2.743], [-3.176, 3.225, 2.697], [-1.812, 0.164, 3.314], [-0.290, 1.037, 2.467], [-1.214, 2.433, 4.926], [0.062, 4.234, 2.916], [-0.804, 6.131, 1.297], [-3.359, 5.970, 0.684], [-5.476, 4.706, 0.701], [-5.404, 2.931, 1.174], [-6.088, 3.411, 3.332], [-5.520, 4.938, 3.302], [-10.489, -1.478, 2.715], [-11.181, -0.765, 1.704], [-12.051, 0.238, 2.228], [-11.597, 1.611, 1.757], [-10.335, 1.984, 2.395], [-9.727, 3.187, 1.826], [-9.211, 3.094, 0.388], [-8.108, 2.211, 0.230], [-8.463, 0.865, -0.054], [-9.889, -2.250, 2.232], [-9.818, -0.814, 3.271], [-11.191, -1.959, 3.401], [-12.118, 0.195, 3.319], [-13.048, 0.039, 1.825], [-12.361, 2.351, 2.009], [-11.492, 1.575, 0.666], [-9.681, 1.216, 2.300], [-8.878, 3.440, 2.469], [-10.437, 4.016, 1.902], [-8.839, 4.087, 0.117], [-10.006, 2.866, -0.331], [-9.379, 0.793, -0.643], [-8.563, 0.291, 0.870], [-7.649, 0.417, -0.627], [2.004, 0.928, -0.075], [1.746, -0.317, 0.553], [1.720, -1.406, -0.374], [2.836, -2.387, -0.052], [4.140, -1.803, -0.356], [5.266, -2.600, 0.132], [5.439, -2.706, 1.649], [5.770, -1.476, 2.276], [4.659, -0.703, 2.689], [1.959, 1.708, 0.688], [3.002, 0.936, -0.521], [1.250, 1.140, -0.839], [1.781, -1.063, -1.411], [0.758, -1.911, -0.247], [2.700, -3.296, -0.645], [2.758, -2.649, 1.010], [4.191, -0.882, 0.063], [6.171, -2.139, -0.276], [5.205, -3.605, -0.297], [6.291, -3.369, 1.828], [4.582, -3.182, 2.138], [3.812, -1.323, 2.995], [4.354, -0.013, 1.897], [4.970, -0.099, 3.543], [11.175, -4.072, -5.602], [10.885, -3.796, -4.241], [11.090, -2.427, -3.897], [9.773, -1.802, -3.466], [8.870, -1.663, -4.606], [7.510, -1.277, -4.231], [6.688, -2.298, -3.440], [6.372, -3.470, -4.174], [7.332, -4.510, -4.075], [11.039, -5.142, -5.764], [10.491, -3.531, -6.264], [12.210, -3.811, -5.840], [11.550, -1.862, -4.713], [11.783, -2.411, -3.050], [9.965, -0.814, -3.035], [9.335, -2.442, -2.690], [8.829, -2.546, -5.101], [6.977, -1.070, -5.163], [7.548, -0.335, -3.674], [5.727, -1.826, -3.207], [7.141, -2.546, -2.473], [7.826, -4.528, -3.100], [8.075, -4.425, -4.872], [6.813, -5.460, -4.215]]
}



Record 5
{
  "formula": "C36H101N7O11",
  "method": "ωB97M-V/def2-TZVPD",
  "e_above_lowest_kj_mol": 6481.4,
  "e_homo_ev": -5.9,
  "orbital_gap_ev": 6.2348,
  "largest_force_ha_per_bohr": 0.351,
  "multiplicity": 1,
  "species": ["C", "C", "C", "O", "C", "N", "H", "H", "H", "H", "H", "H", "H", "H", "H", "H", "H", "C", "C", "C", "O", "C", "N", "H", "H", "H", "H", "H", "H", "H", "H", "H", "H", "H", "C", "C", "C", "O", "C", "N", "H", "H", "H", "H", "H", "H", "H", "H", "H", "H", "H", "C", "C", "C", "O", "C", "N", "H", "H", "H", "H", "H", "H", "H", "H", "H", "H", "H", "C", "C", "C", "O", "C", "N", "H", "H", "H", "H", "H", "H", "H", "H", "H", "H", "H", "C", "C", "C", "O", "C", "N", "H", "H", "H", "H", "H", "H", "H", "H", "H", "H", "H", "C", "C", "C", "O", "C", "N", "H", "H", "H", "H", "H", "H", "H", "H", "H", "H", "H", "C", "C", "O", "H", "H", "H", "H", "H", "H", "C", "C", "O", "H", "H", "H", "H", "H", "H", "C", "C", "O", "H", "H", "H", "H", "H", "H", "C", "C", "O", "H", "H", "H", "H", "H", "H"],
  "xyz": [[-10.340, 0.749, -22.571], [-9.556, 1.280, -23.834], [-9.618, 2.802, -23.991], [-9.125, 3.175, -25.275], [-9.064, 4.544, -25.440], [-8.223, 0.677, -23.777], [-11.374, 1.043, -22.755], [-9.912, 1.300, -21.733], [-10.276, -0.334, -22.474], [-10.055, 0.757, -24.649], [-9.035, 3.269, -23.197], [-10.663, 3.090, -23.874], [-10.017, 5.062, -25.538], [-8.402, 4.653, -26.300], [-8.482, 4.997, -24.638], [-7.719, 1.107, -24.539], [-7.785, 1.050, -22.946], [-14.382, -6.026, -23.411], [-15.553, -6.937, -23.041], [-15.417, -8.386, -23.565], [-16.548, -9.128, -23.044], [-16.692, -10.453, -23.403], [-15.500, -6.910, -21.579], [-14.799, -5.020, -23.366], [-13.987, -6.244, -24.403], [-13.620, -6.156, -22.643], [-16.448, -6.538, -23.520], [-14.435, -8.788, -23.318], [-15.541, -8.296, -24.644], [-15.734, -10.963, -23.296], [-17.104, -10.582, -24.403], [-17.379, -10.910, -22.690], [-16.382, -7.287, -21.263], [-14.742, -7.535, -21.342], [-13.932, -3.935, -22.859], [-12.368, -3.772, -22.939], [-11.832, -2.614, -22.088], [-12.428, -1.377, -22.531], [-12.080, -0.357, -21.565], [-11.727, -4.987, -22.472], [-14.204, -4.480, -23.763], [-14.453, -2.980, -22.915], [-14.266, -4.483, -21.978], [-12.114, -3.467, -23.954], [-10.779, -2.440, -22.312], [-12.045, -2.766, -21.030], [-11.083, -0.002, -21.826], [-12.067, -0.747, -20.548], [-12.784, 0.475, -21.559], [-12.061, -5.836, -22.905], [-11.968, -5.175, -21.509], [-13.172, 0.611, -23.219], [-13.103, 1.385, -24.555], [-13.702, 2.834, -24.503], [-14.907, 2.798, -25.281], [-15.924, 3.681, -24.925], [-11.645, 1.473, -24.792], [-14.190, 0.714, -22.843], [-12.470, 1.078, -22.528], [-12.841, -0.417, -23.369], [-13.672, 0.869, -25.329], [-13.165, 3.654, -24.978], [-13.949, 3.097, -23.474], [-16.629, 3.125, -24.306], [-16.552, 3.850, -25.800], [-15.496, 4.610, -24.550], [-11.532, 1.994, -25.650], [-11.187, 0.578, -24.884], [-14.987, -2.294, -18.408], [-13.660, -3.177, -18.285], [-13.914, -4.409, -17.331], [-14.547, -4.209, -16.085], [-13.573, -3.953, -15.070], [-13.323, -3.658, -19.674], [-15.382, -2.280, -17.392], [-15.757, -2.667, -19.083], [-14.808, -1.231, -18.568], [-12.991, -2.444, -17.835], [-13.039, -5.032, -17.144], [-14.682, -4.998, -17.832], [-14.067, -3.975, -14.098], [-13.064, -2.989, -15.056], [-12.838, -4.755, -15.014], [-14.151, -4.049, -20.099], [-12.991, -2.909, -20.265], [-11.141, -0.932, -24.705], [-11.923, -0.830, -26.095], [-12.173, -2.331, -26.557], [-12.731, -2.244, -27.879], [-13.444, -3.375, -28.291], [-13.136, -0.182, -25.693], [-10.093, -1.133, -24.929], [-11.496, -1.635, -23.951], [-11.053, 0.075, -24.297], [-11.461, -0.203, -26.858], [-12.839, -2.923, -25.930], [-11.225, -2.854, -26.688], [-13.892, -3.216, -29.272], [-14.151, -3.571, -27.485], [-12.846, -4.285, -28.343], [-13.617, -0.757, -25.017], [-13.753, -0.129, -26.491], [-17.213, -4.873, -18.953], [-16.564, -5.107, -20.331], [-15.138, -4.673, -20.225], [-14.907, -3.258, -20.248], [-15.524, -2.520, -21.270], [-16.809, -6.455, -20.648], [-16.950, -3.841, -18.719], [-16.815, -5.449, -18.118], [-18.303, -4.862, -18.950], [-17.201, -4.535, -21.005], [-14.583, -5.295, -20.928], [-14.744, -5.056, -19.284], [-15.217, -1.481, -21.155], [-16.574, -2.596, -20.988], [-15.374, -2.908, -22.277], [-17.747, -6.689, -20.356], [-16.852, -6.690, -21.629], [-10.516, -4.943, -18.695], [-11.134, -4.323, -19.963], [-12.233, -5.066, -20.386], [-9.686, -4.370, -18.282], [-10.287, -5.977, -18.953], [-11.339, -5.128, -18.003], [-10.426, -4.406, -20.787], [-11.398, -3.289, -19.742], [-12.994, -4.591, -20.044], [-11.995, -0.814, -19.192], [-11.732, -0.213, -17.837], [-10.376, -0.257, -17.483], [-13.012, -0.865, -19.581], [-11.441, -1.671, -19.576], [-11.679, -0.070, -19.923], [-12.285, -0.795, -17.100], [-12.127, 0.802, -17.798], [-10.160, -0.276, -16.548], [-9.776, -3.865, -23.942], [-9.095, -5.016, -23.266], [-8.593, -5.886, -24.222], [-9.122, -3.294, -24.601], [-10.049, -3.158, -23.158], [-10.660, -4.086, -24.541], [-9.882, -5.475, -22.666], [-8.362, -4.733, -22.511], [-7.994, -5.538, -24.886], [-10.395, -6.760, -21.028], [-8.940, -6.846, -21.680], [-8.220, -7.704, -20.812], [-10.946, -5.929, -21.470], [-10.389, -6.570, -19.955], [-10.930, -7.695, -21.194], [-8.367, -5.938, -21.869], [-9.154, -7.159, -22.702], [-7.913, -8.429, -21.362]]
}